The following is a DFT calculation (ωB97M-V with the def2-TZVPD basis set) of C39H45Cl5IrN6O2SSe as an isolated structure in a non-equilibrium geometry.

Properties
Gap between HOMO and LUMO (alpha / beta) (eV): 6.2 / 6.2
E_LUMO (alpha / beta) (eV): -4.1 / -4.2
Total charge: +1
Spin multiplicity: 1
Energy (hartree): -7196.7954
Max |F| (eV/A): 2.52
E_HOMO (alpha / beta) (eV): -10.3436 / -10.3371

XYZ file:
```
100
C39H45Cl5IrN6O2SSe (ωB97M-V with the def2-TZVPD basis set)
Ir -0.283 1.390 -1.019
Cl -0.017 4.530 0.057
C 1.433 3.961 -0.680
C 1.463 2.654 -1.173
C 2.681 2.259 -1.727
Cl 2.836 0.637 -2.281
C 3.784 3.095 -1.864
Cl 5.222 2.561 -2.638
C 3.699 4.396 -1.372
Cl 5.021 5.470 -1.536
C 2.523 4.824 -0.753
Cl 2.421 6.410 -0.102
C 1.571 5.937 4.748
C 0.789 4.882 4.035
C 1.431 3.877 3.316
C 0.701 2.868 2.714
C -0.676 2.868 2.828
C -1.337 3.870 3.509
C -0.602 4.877 4.103
S -1.592 1.486 2.180
O -0.734 0.322 2.312
O -2.881 1.400 2.803
N -1.767 1.664 0.563
C -2.529 2.623 -0.011
C -3.518 3.405 0.600
C -4.174 4.348 -0.159
C -3.844 4.508 -1.503
C -2.844 3.711 -2.024
N -2.216 2.786 -1.313
H 2.577 5.592 4.972
H 1.079 6.208 5.679
H 1.646 6.834 4.133
H 2.508 3.870 3.251
H 1.190 2.065 2.180
H -2.412 3.829 3.599
H -1.112 5.656 4.650
H -3.750 3.252 1.639
H -4.928 4.976 0.292
H -4.350 5.229 -2.122
H -2.515 3.821 -3.049
C -2.224 0.013 -3.041
C -2.612 -0.748 -4.338
N -1.413 -1.141 -5.040
C -0.616 -2.010 -4.212
C -0.184 -1.243 -2.931
N -0.763 0.103 -2.953
C -0.250 0.813 -4.129
C -0.646 0.022 -5.411
H -2.601 -0.499 -2.153
H -2.635 1.022 -3.047
H -3.209 -0.119 -4.998
H -3.191 -1.643 -4.104
H 0.251 -2.331 -4.790
H -1.212 -2.889 -3.964
H 0.901 -1.146 -2.873
H -0.529 -1.760 -2.034
H 0.835 0.891 -4.047
H -0.674 1.816 -4.145
H 0.243 -0.304 -5.954
H -1.250 0.636 -6.079
C 3.146 -1.705 3.156
C 4.061 -1.470 1.959
C 4.250 -2.700 1.067
C 3.145 -2.906 0.030
N 1.857 -3.199 0.606
C 0.813 -2.343 0.726
Se 0.961 -0.509 0.369
N -0.230 -2.995 1.279
C -1.552 -2.461 1.509
C -2.440 -2.554 0.267
C -2.544 -3.974 -0.288
C -3.477 -4.050 -1.488
C 0.157 -4.289 1.556
C -0.508 -5.352 2.154
C 0.190 -6.536 2.292
C 1.507 -6.666 1.852
C 2.177 -5.617 1.257
C 1.487 -4.420 1.122
H 3.283 -0.915 3.888
H 3.371 -2.654 3.637
H 2.095 -1.703 2.877
H 5.042 -1.170 2.331
H 3.673 -0.643 1.359
H 4.340 -3.588 1.695
H 5.180 -2.592 0.508
H 3.411 -3.744 -0.622
H 3.041 -2.003 -0.579
H -1.456 -1.419 1.818
H -1.995 -3.026 2.327
H -2.053 -1.882 -0.505
H -3.431 -2.191 0.543
H -2.915 -4.639 0.493
H -1.553 -4.331 -0.580
H -4.487 -3.765 -1.206
H -3.504 -5.061 -1.882
H -3.142 -3.383 -2.279
H -1.525 -5.267 2.500
H -0.297 -7.379 2.751
H 2.011 -7.609 1.983
H 3.196 -5.725 0.925
```

Atom charges from the Mulliken analysis, given in e for atoms 1 to 99: 1.95 -0.10 1.01 -1.69 1.59 -0.31 -0.32 -0.18 0.67 -0.18 -0.38 -0.16 -1.54 0.96 -1.02 -0.32 0.25 -0.21 -0.95 0.87 -0.78 -0.77 -0.30 0.41 -0.64 -0.71 -0.91 -0.32 -0.18 0.39 0.41 0.29 0.45 0.52 0.48 0.45 0.61 0.46 0.44 0.49 -0.19 -1.07 -0.11 -1.02 0.61 0.53 -0.55 -0.89 0.17 0.27 0.35 0.31 0.31 0.41 0.25 -0.73 0.36 0.37 0.33 0.28 -0.95 -0.11 -0.67 -0.81 1.03 -1.49 -0.29 1.31 -1.30 0.78 -0.28 -1.43 0.71 -0.78 -0.81 -0.89 -0.85 0.87 0.39 0.35 0.10 0.44 -0.07 0.33 0.48 0.54 0.00 -0.25 0.73 -0.94 0.84 0.29 0.25 0.42 0.43 0.15 0.42 0.45 0.44